[1]
The following is a DFT calculation (the ωB97M-V functional and the def2-TZVPD basis) of a molecular structure, H3N2PS at a distorted geometry.

Total charge = 0
HOMO-LUMO gap (spin up / spin down) = 7.9 / 7.9 eV
E_HOMO (spin up / spin down) = -8.649 / -8.649 eV
Spin multiplicity = 1
LUMO level (spin up / spin down) = -0.757 / -0.756 eV
Energy relative to the best compared isomer or geometry (same formula, charge and spin) = 0.733 eV

Each line ends with the Mulliken charge.
Cartesian coordinates (Å):
N: 0.583487 1.178485 -0.124313  -0.0943
N: 1.359536 0.074517 -0.213374  -0.2637
P: -0.856366 1.605103 0.173959  0.3160
S: -1.675234 -1.109238 -0.008585  -0.5752
H: 2.222215 0.157788 -0.761726  0.2574
H: 0.662109 -0.790810 -0.211737  0.2488
H: -2.295749 -1.115846 1.145778  0.1110

Cartesian forces, eV/Å:
1.439 -0.340 -0.122
-3.102 -0.310 0.228
0.129 -2.558 -0.334
0.654 1.683 -0.683
-0.856 -0.076 0.321
2.007 1.562 -0.208
-0.272 0.039 0.798

[2]
The following is a DFT calculation (the ωB97M-V functional and the def2-TZVPD basis) of a molecular structure, C29H33N4OPRuSi.

Total charge = +1
HOMO-LUMO gap (spin up / spin down) = 7.9 / 6.6 eV
E_HOMO (spin up / spin down) = -10.227 / -10.889 eV
Spin multiplicity = 6
LUMO level (spin up / spin down) = -2.295 / -4.330 eV

Each line ends with the Mulliken charge.
Cartesian coordinates (Å):
Ru: -0.632983 -0.752601 -0.376999  -0.0743
C: 6.464110 -1.898383 -1.456231  -0.4669
C: 5.763011 -2.867137 -0.749647  -0.7362
C: 4.444815 -2.641670 -0.389691  -0.1624
C: 3.823513 -1.436031 -0.717506  -0.0564
C: 4.529194 -0.470106 -1.429149  -0.0048
C: 5.846751 -0.704893 -1.798353  -0.8604
P: 2.100209 -1.216896 -0.175798  0.9177
C: 1.569359 0.274412 -1.094304  -0.5566
C: 0.962256 0.077830 -2.349763  0.8459
C: 0.554446 1.166281 -3.119691  -1.0826
C: 0.767090 2.452972 -2.656050  -0.5126
C: 1.375309 2.661345 -1.419066  -0.8789
C: 1.758264 1.587819 -0.638453  -0.2441
C: 2.211963 -0.662998 1.550310  0.5724
C: 3.414448 -0.381805 2.149149  -0.2330
C: 3.484124 -0.083943 3.524930  -0.9846
C: 2.349823 -0.100942 4.282649  -0.7892
C: 1.091119 -0.394106 3.701956  0.5281
C: -0.083610 -0.439284 4.493709  -0.7849
C: -1.292165 -0.736047 3.932300  -1.0945
C: -1.382555 -0.961203 2.542873  0.4366
C: -0.277447 -0.914706 1.722187  -0.2337
C: 1.002621 -0.659763 2.312267  0.6623
H: 7.491431 -2.077382 -1.743753  0.4069
H: 6.241168 -3.801058 -0.486551  0.4130
H: 3.896869 -3.403184 0.153661  0.3891
H: 4.058481 0.467108 -1.697371  0.3693
H: 6.391409 0.048233 -2.352086  0.4264
H: 0.873358 -0.929460 -2.750291  0.4292
H: 0.096254 0.998550 -4.085278  0.4828
H: 0.460993 3.302352 -3.252706  0.4509
H: 1.539016 3.671240 -1.065232  0.4973
H: 2.218958 1.748433 0.329271  0.4807
H: 4.327846 -0.404094 1.568146  0.4387
H: 4.442393 0.138655 3.974062  0.4279
H: 2.395092 0.101691 5.345772  0.4100
H: -0.000897 -0.243707 5.555832  0.4056
H: -2.183564 -0.783834 4.544025  0.4515
H: -2.362495 -1.155374 2.119280  0.4222
N: -2.832923 4.203041 -1.922779  -0.4806
C: -2.221626 3.559142 -0.884875  0.4508
C: -1.973843 2.173556 -0.929551  -0.9380
N: -1.318467 1.573553 0.043449  1.5321
C: -0.913599 2.300340 1.091436  -0.4033
C: -1.177155 3.654844 1.128494  -0.6768
N: -1.816506 4.286924 0.148305  -0.6360
H: -3.415663 3.669327 -2.544806  0.2220
H: -3.141151 5.142969 -1.731020  0.2833
H: -2.314189 1.559176 -1.755682  0.2367
H: -0.391437 1.784290 1.886135  0.2420
H: -0.866196 4.254994 1.974795  0.4267
N: -0.677168 -3.160045 -0.806653  -0.5361
H: -0.177351 -3.569814 -1.588376  0.2714
H: -1.667508 -3.351804 -0.926105  0.1621
H: -0.356396 -3.624955 0.036412  0.2746
C: -4.850254 -0.578473 -2.524076  -1.1313
Si: -4.132269 -0.930420 -0.837031  0.4682
C: -4.660269 0.402195 0.362445  -0.9694
C: -4.654598 -2.611736 -0.208431  -1.1586
O: -2.486034 -0.951313 -0.985486  -0.6972
H: -5.942388 -0.569227 -2.498429  0.3570
H: -4.541660 -1.334873 -3.247751  0.2988
H: -4.529763 0.396025 -2.900236  0.2772
H: -5.744285 0.367896 0.500073  0.4988
H: -4.412485 1.403466 0.003477  0.2384
H: -4.203791 0.283087 1.346500  0.2683
H: -5.739145 -2.679171 -0.095577  0.3856
H: -4.214858 -2.826789 0.768540  0.2977
H: -4.356979 -3.402500 -0.901584  0.3275

Cartesian forces, eV/Å:
-0.305 -0.238 0.260
0.001 -0.011 0.007
0.006 0.001 -0.001
-0.005 0.010 -0.009
-0.010 -0.046 -0.001
0.008 -0.012 0.004
-0.006 0.007 -0.001
0.000 0.017 0.015
0.111 0.225 -0.048
-0.080 -0.025 0.059
0.050 0.010 -0.031
-0.007 -0.003 -0.002
-0.011 0.004 0.006
0.047 -0.042 -0.007
0.039 -0.005 0.001
-0.019 -0.004 -0.025
-0.022 0.003 0.024
0.022 0.000 -0.010
-0.020 0.006 -0.012
-0.017 -0.010 -0.023
0.035 0.012 0.036
-0.056 -0.005 -0.061
0.145 0.031 0.016
0.010 -0.001 0.014
0.003 -0.001 -0.002
0.003 -0.002 0.000
-0.003 -0.001 0.003
0.009 0.006 -0.005
-0.001 0.003 -0.001
0.000 0.010 -0.012
-0.010 0.006 0.000
-0.004 -0.005 -0.011
0.004 -0.002 0.007
-0.005 0.009 -0.002
0.002 -0.004 -0.005
0.002 0.001 0.007
0.005 0.002 0.004
-0.006 0.003 0.004
-0.002 0.001 0.001
-0.021 0.009 -0.009
-0.031 -0.008 0.017
0.010 -0.020 -0.015
0.022 0.022 0.021
0.030 -0.045 -0.135
-0.009 -0.028 0.024
-0.003 -0.040 0.010
-0.006 0.045 -0.011
0.013 -0.001 -0.004
0.007 -0.002 -0.002
0.012 0.010 -0.014
0.011 0.017 0.005
0.003 0.003 0.001
-0.078 0.027 -0.044
0.022 0.032 0.000
0.019 -0.020 -0.001
0.012 0.014 0.000
-0.074 -0.029 0.031
0.170 -0.023 -0.016
-0.097 0.007 0.010
-0.100 0.035 -0.030
0.046 0.090 -0.054
-0.002 -0.016 0.011
0.009 0.001 -0.013
0.037 0.004 0.006
-0.001 -0.003 0.007
-0.004 -0.020 -0.013
0.039 -0.020 0.022
0.001 0.012 -0.001
0.030 0.003 -0.005
0.017 -0.004 0.003

[3]
The following is a DFT calculation (the ωB97M-V functional and the def2-TZVPD basis) of a molecular structure, C22H25B11Br6IrN2OS at a distorted geometry.

Total charge = +4
HOMO-LUMO gap (spin up / spin down) = 6.4 / 3.6 eV
E_HOMO (spin up / spin down) = -18.797 / -18.773 eV
Spin multiplicity = 6
LUMO level (spin up / spin down) = -12.373 / -15.170 eV
Energy relative to the best compared isomer or geometry (same formula, charge and spin) = 0.000 eV

Each line ends with the Mulliken charge.
Cartesian coordinates (Å):
Ir: 0.667736 0.233318 -0.553850  1.8363
Br: -0.061689 1.830631 1.475969  -0.2354
B: -1.001723 3.364639 0.643901  1.5085
B: -1.186927 4.945581 1.441432  0.2200
C: -1.333331 5.920782 0.031770  -1.0865
B: -0.121899 4.753166 -0.038374  0.9446
B: -1.034601 5.302534 -1.533722  0.2809
B: -2.716858 5.843838 -1.015956  -0.0668
B: -2.837446 5.599680 0.885062  -0.1360
B: -2.639849 3.830255 1.246955  0.5339
Br: -3.467698 2.975813 2.727245  -0.2256
B: -3.626625 4.367188 -0.283391  -0.1026
Br: -5.485203 4.170815 -0.404251  -0.1566
B: -2.483024 4.205425 -1.759086  0.7439
Br: -3.119514 3.724463 -3.478984  -0.2044
B: -0.917464 3.581331 -1.113905  0.7146
Br: 0.125254 2.270456 -2.178061  -0.2837
B: -2.444814 3.019841 -0.373181  1.5420
Br: -2.998591 1.185151 -0.641782  -0.1871
H: -0.721926 5.318742 2.458574  -0.0195
H: -2.075083 4.938169 -0.066387  -2.8419
H: 1.029135 4.992725 0.047600  -0.1083
H: -0.455048 5.884849 -2.377989  -0.0265
H: -3.225567 6.803556 -1.488662  0.0817
H: -3.386103 6.429837 1.530266  0.0912
O: 1.142736 -0.648717 -2.501521  -0.4998
C: 0.569127 -1.778006 -3.291873  -0.7672
C: -0.095569 -2.782614 -2.392852  -0.7025
C: 0.807343 -3.578725 -1.442951  -0.8976
C: 1.463126 -2.771895 -0.272569  4.0081
C: 1.682345 -3.654106 0.989526  -0.0419
C: 2.420501 -3.107141 2.206441  -0.4464
C: 2.660400 -1.870417 2.658201  -1.4075
C: 2.183608 -0.641631 2.030028  0.3306
N: 2.401230 -0.296744 0.810291  -0.5102
H: 1.401836 0.040667 -3.131114  0.3038
H: 1.400908 -2.202689 -3.853065  0.3596
H: -0.149572 -1.344780 -3.984620  0.5761
H: -0.574236 -3.505567 -3.059009  0.6034
H: -0.923029 -2.303422 -1.862324  0.3236
H: 1.593579 -4.066692 -2.017134  0.3057
H: 0.213375 -4.386892 -1.014640  0.5037
H: 2.280302 -4.508167 0.648238  0.6080
H: 2.759089 -3.906210 2.860521  0.6360
H: 3.105649 -1.765134 3.643626  0.6018
H: 1.537322 0.012270 2.611914  0.5150
S: 0.240481 -4.608720 1.628096  -0.0314
C: -1.158689 -3.686382 1.811244  1.4599
C: -2.175620 -4.440071 2.498278  -0.8976
C: -3.398844 -3.883430 2.767522  -0.8822
C: -3.655916 -2.570020 2.371639  -0.7699
C: -2.679389 -1.806819 1.684661  -0.3564
C: -1.462942 -2.351225 1.386963  -0.4166
N: -0.546457 -1.558263 0.672233  -0.1173
C: 0.504695 -1.659072 0.052969  -1.9220
C: 2.845966 -2.226046 -0.629012  -0.4369
C: 3.770178 -2.909972 -1.362650  -1.2395
C: 5.066136 -2.369865 -1.569926  -0.8155
C: 5.455947 -1.113708 -1.005574  -0.6518
C: 4.563573 -0.423965 -0.242358  -0.8656
C: 3.283847 -0.988966 -0.017373  0.5374
H: -1.954403 -5.455253 2.811098  0.5070
H: -4.155214 -4.455915 3.288407  0.4741
H: -4.616428 -2.117636 2.585974  0.4936
H: -2.890329 -0.787047 1.384690  0.4386
H: 3.555923 -3.878881 -1.794386  0.5909
H: 5.778466 -2.921026 -2.174140  0.5265
H: 6.456802 -0.738837 -1.182107  0.5341
H: 4.811003 0.524947 0.217446  0.6219

Cartesian forces, eV/Å:
-0.916 0.222 -0.637
0.180 -0.187 0.082
-0.138 0.090 -0.200
0.016 -0.013 0.096
0.229 -0.177 0.004
0.086 0.053 -0.018
0.032 0.079 -0.014
0.321 -0.097 -0.418
0.319 -0.083 0.515
0.112 0.138 -0.247
-0.120 -0.133 0.220
0.448 -0.183 0.038
-0.375 0.030 -0.012
0.101 0.089 0.153
-0.106 -0.066 -0.248
0.006 0.001 0.167
0.180 0.195 -0.012
0.145 -0.030 0.056
-0.074 -0.106 -0.071
-0.021 0.003 -0.064
-0.962 0.394 -0.089
-0.049 -0.005 -0.001
-0.029 0.001 0.052
-0.055 -0.028 0.228
-0.035 0.018 -0.249
0.106 -0.110 0.044
0.017 0.160 0.038
-0.028 -0.051 0.007
0.075 0.019 0.009
-0.086 0.030 -0.005
0.124 0.054 0.065
-0.016 -0.056 0.002
-0.077 0.026 -0.027
0.044 0.068 -0.121
0.475 -0.224 0.342
0.029 -0.052 -0.014
0.033 0.007 0.019
-0.035 -0.021 0.005
0.024 0.010 -0.024
-0.014 -0.021 0.017
-0.032 -0.039 0.004
-0.048 0.039 0.021
0.022 0.000 0.000
0.002 -0.020 -0.030
0.024 -0.002 -0.021
0.015 -0.035 0.049
0.133 -0.167 -0.063
-0.287 0.097 0.108
0.069 0.112 -0.074
-0.009 -0.028 0.011
0.088 0.159 -0.099
-0.237 -0.085 0.166
0.332 -0.005 -0.089
-0.313 0.055 0.164
0.291 -0.149 0.131
0.084 0.265 0.165
0.135 0.006 -0.103
-0.011 0.181 0.104
-0.018 -0.274 -0.144
-0.075 -0.044 -0.003
-0.137 -0.083 -0.010
0.011 0.013 -0.008
0.011 -0.004 -0.003
0.000 -0.009 0.003
-0.006 -0.021 0.009
0.014 0.007 -0.003
-0.005 -0.006 0.017
-0.013 0.005 -0.002
-0.004 -0.015 0.007

[4]
The following is a DFT calculation (the ωB97M-V functional and the def2-TZVPD basis) of a molecular structure, C30H27MoN5S5Sb at a distorted geometry.

Total charge = 0
HOMO-LUMO gap (spin up / spin down) = 5.9 / 5.8 eV
E_HOMO (spin up / spin down) = -6.878 / -7.434 eV
Spin multiplicity = 4
LUMO level (spin up / spin down) = -0.984 / -1.683 eV
Energy relative to the best compared isomer or geometry (same formula, charge and spin) = 0.857 eV

Each line ends with the Mulliken charge.
Cartesian coordinates (Å):
Mo: 6.417168 -3.401653 14.225496  -1.0684
N: 8.835965 -7.348919 14.518308  -0.4543
C: 7.916437 -6.341013 14.457820  0.4124
S: 8.493808 -4.742041 14.108952  -0.3224
N: 6.662464 -6.668261 14.656771  -1.3069
N: 5.897904 -5.535754 14.629119  1.6408
C: 4.646606 -5.796427 14.830056  1.0914
C: 4.080240 -7.148122 14.829894  -0.0383
C: 3.184134 -7.509424 13.821117  -0.3033
C: 2.776978 -8.846659 13.755446  -0.8363
C: 3.324527 -9.783658 14.601508  -0.4431
C: 4.223102 -9.403164 15.602835  -1.2854
C: 4.598678 -8.071482 15.712814  -0.1295
C: 3.767476 -4.677435 15.110857  0.4968
C: 2.401757 -4.774995 15.309693  -0.9542
C: 1.690191 -3.639888 15.633743  -0.9279
C: 2.366994 -2.477368 15.974009  -1.1611
C: 3.733749 -2.481225 15.753085  -0.3470
N: 4.427874 -3.505796 15.227571  1.1250
H: 9.790125 -7.236844 14.187967  0.2375
H: 8.481276 -8.288845 14.443904  0.2319
H: 2.908976 -6.797511 13.065068  0.5612
H: 2.021631 -9.214847 13.050848  0.3715
H: 3.117692 -10.845939 14.377478  0.3546
H: 4.688378 -10.152201 16.213970  0.4386
H: 5.392744 -7.725789 16.364678  0.6350
H: 1.870429 -5.695095 15.029115  0.5122
H: 0.652323 -3.582147 15.774813  0.4612
H: 1.907360 -1.679320 16.462423  0.5676
H: 4.305505 -1.512738 15.892931  0.2855
S: 5.546077 -0.835234 9.779596  -0.4760
Sb: 4.716278 -1.916707 11.635981  0.5749
S: 5.542429 -1.015431 13.637290  -0.3924
S: 5.761757 -4.020220 11.913744  -0.4855
C: 5.057439 -5.806551 20.954067  -1.6805
C: 4.324953 -5.046562 19.836458  2.3276
C: 4.001851 -6.079401 18.755010  -2.0976
C: 3.053108 -4.359821 20.308637  -1.7154
C: 5.260583 -3.987490 19.266986  -0.2808
C: 5.809871 -3.123549 20.188932  -0.3454
C: 6.807973 -2.253491 19.895102  -1.5353
C: 7.281166 -2.211607 18.567675  0.5783
S: 8.452027 -1.274059 17.782005  -0.4564
C: 8.099917 -1.897335 16.216863  0.6202
N: 7.071683 -2.741545 16.226752  1.0029
C: 6.631648 -2.999524 17.551795  -1.8076
C: 5.648512 -3.878333 17.948217  1.8951
C: 8.633230 -1.530932 14.925614  1.7371
C: 9.686284 -0.565393 14.798361  -1.0831
C: 10.222459 -0.378137 13.545979  -0.6603
C: 9.683758 -0.968701 12.374070  -0.6332
C: 8.613901 -1.818750 12.498359  -0.5449
C: 8.116844 -2.110958 13.787093  0.1908
H: 4.509725 -6.565212 21.452661  0.4707
H: 5.270374 -5.093287 21.781257  0.3499
H: 5.976803 -6.218424 20.554472  0.3844
H: 3.337095 -6.809862 19.254406  0.5931
H: 4.850597 -6.576408 18.343802  0.3734
H: 3.374369 -5.745135 17.913695  0.1424
H: 2.283436 -5.061832 20.549100  0.4723
H: 2.699463 -3.681675 19.505967  0.3202
H: 3.295966 -3.654697 21.132729  0.3341
H: 5.462801 -3.139724 21.226629  0.3324
H: 7.229024 -1.667721 20.660222  0.4704
H: 5.286154 -4.596451 17.199379  -0.3583
H: 10.034521 -0.022995 15.701165  0.3416
H: 11.058835 0.322297 13.357152  0.3257
H: 10.091311 -0.785300 11.369879  0.4136
H: 8.124992 -2.180807 11.612547  0.4563

Cartesian forces, eV/Å:
0.298 -0.279 -0.122
0.134 -0.061 -0.153
0.536 -0.437 -0.324
0.033 0.069 -0.017
1.272 0.936 -0.634
-0.790 -0.496 0.917
-0.677 0.243 -0.322
0.091 -0.044 -0.777
0.148 -0.828 0.587
-0.494 0.297 -0.470
0.338 -0.746 0.225
-0.070 0.131 -0.448
-0.113 -0.678 0.166
0.555 0.521 -0.322
-0.826 -0.534 -0.981
0.903 0.748 0.848
1.468 -2.004 -0.482
1.183 2.040 -0.303
-1.419 0.703 0.212
-0.583 0.382 0.126
-0.139 0.040 0.114
-0.298 0.242 -0.111
0.485 0.483 -0.037
0.003 0.652 0.568
0.094 -0.205 0.276
-0.275 -0.356 0.205
0.427 0.395 0.481
-1.388 -0.603 -0.120
-0.700 1.296 0.334
-0.635 -1.477 -0.120
-0.111 -0.130 0.279
-0.120 0.145 -0.662
0.340 -0.412 0.491
0.073 -0.118 0.288
0.421 1.839 0.555
0.188 -0.548 -1.261
-2.085 -0.243 0.514
0.649 1.621 -0.326
-0.061 -0.389 0.156
-0.222 0.403 1.323
0.810 0.048 -1.739
-1.654 -1.163 -1.184
1.611 1.172 -0.137
-1.837 -0.578 -0.087
0.355 -0.185 1.496
0.884 1.461 0.345
-0.500 -1.693 -0.714
2.000 1.587 0.162
-0.384 -0.660 0.324
0.837 1.141 -0.947
0.116 -0.219 0.519
-0.041 0.348 0.766
-1.069 -0.872 -0.455
-0.909 -0.958 -0.041
0.299 -0.455 -0.542
0.255 -0.075 0.138
0.485 -0.123 -0.297
0.752 -0.385 -0.087
0.331 0.442 0.190
-0.504 -0.352 0.442
-0.061 -0.515 0.209
-0.390 -0.703 -0.124
0.138 -0.060 -0.403
0.552 0.775 0.697
0.039 0.460 0.508
-0.014 -0.383 -0.809
-0.540 -0.397 0.542
-0.049 0.160 0.654
-0.145 -0.415 -0.102

Number 1: electronic energy -23150.4869 eV. Number 2: electronic energy -58359.9993 eV. Number 3: electronic energy -469572.4684 eV. Number 4: electronic energy -101570.3885 eV.